Entry 1:
Computed, not measured: a molecular structure, H3INP, with wB97M-V/def2-TZVPD.

Each line ends with the Löwdin charge.
Positions of all 6 atoms, in Å:
I  -1.62  0.17  -0.01  0.703
P  0.96  2.08  0.08  0.458
N  -3.58  0.50  -0.01  -0.528
H  0.38  3.33  -0.29  -0.218
H  -3.71  1.08  0.78  -0.141
H  1.66  1.98  -1.08  -0.274

* max |F|: 1.86 eV/Å
* energy relative to the best compared isomer or geometry (same formula, charge and spin): 433.7 kJ/mol
* E_tot: -18923.907 eV
* net charge: 0
* HOMO level (spin up / spin down): -0.3470 / -0.3126 Eh
* M: 174.909 g mol⁻¹



Entry 2:
Computed, not measured: a molecular structure, C33H20F8IPPd, with wB97M-V/def2-TZVPD.

Each line ends with the Löwdin charge.
Positions of all 64 atoms, in Å:
I  -3.27  0.30  0.59  1.110
Pd  -1.06  1.83  -0.56  0.531
P  0.42  0.77  0.80  1.029
F  -0.76  -5.58  -6.53  0.133
F  -2.46  5.41  0.92  0.165
F  -0.24  4.32  0.10  0.019
F  -0.82  3.42  2.02  0.033
F  -3.41  3.52  1.32  0.102
F  -2.00  -4.33  -7.77  0.136
F  -2.90  4.07  -0.72  0.112
F  0.15  -4.18  -7.91  0.132
C  -3.56  0.28  4.84  -0.065
C  -2.49  4.13  0.57  -0.620
C  3.51  -1.40  -0.84  -0.076
C  -1.30  -0.44  4.42  -0.157
C  -2.39  -0.24  5.30  -0.031
C  2.83  -2.48  -1.39  -0.075
C  1.43  -0.47  -0.07  -0.360
C  -2.66  0.32  2.59  -0.599
C  2.81  -0.40  -0.17  -0.084
C  -0.98  0.44  -2.03  -0.213
C  -1.12  3.43  0.68  -0.486
C  -0.14  -1.05  4.96  -0.022
C  0.04  -1.34  -4.92  -0.016
C  1.60  1.98  1.48  -0.362
C  -0.87  -4.33  -7.05  -0.584
C  -0.97  -1.38  -3.95  -0.254
C  0.95  -1.29  4.17  -0.053
C  -1.93  -2.39  -4.01  -0.018
C  -0.99  -0.41  -2.90  -0.165
C  1.45  -2.56  -1.27  -0.065
C  0.94  -0.81  2.86  -0.099
C  1.79  2.22  2.83  -0.073
C  2.65  3.23  3.25  -0.066
C  0.75  -1.56  -0.62  -0.114
C  -0.88  -3.29  -5.97  -0.132
C  -3.70  0.51  3.46  -0.169
C  3.14  3.77  0.96  -0.068
C  -1.36  -0.07  3.04  -0.177
C  -0.13  -0.16  2.29  -0.260
C  2.27  2.78  0.54  -0.121
C  -1.89  -3.34  -5.02  -0.012
C  0.08  -2.29  -5.93  -0.008
C  3.33  4.00  2.32  -0.072
H  1.83  -1.79  4.56  0.112
H  0.91  -3.39  -1.70  0.110
H  4.59  -1.34  -0.92  0.104
H  -2.27  -0.51  6.34  0.115
H  -0.15  -1.34  6.00  0.118
H  0.79  -0.57  -4.87  0.119
H  3.37  -3.25  -1.91  0.105
H  3.36  0.42  0.26  0.099
H  1.86  -0.90  2.29  0.108
H  -2.64  -4.12  -5.06  0.124
H  3.65  4.38  0.23  0.109
H  -4.40  0.45  5.50  0.111
H  4.00  4.78  2.65  0.105
H  2.78  3.41  4.31  0.106
H  0.86  -2.26  -6.67  0.118
H  -0.33  -1.62  -0.54  0.095
H  -4.67  0.81  3.07  0.085
H  -2.71  -2.42  -3.26  0.116
H  2.09  2.64  -0.52  0.112
H  1.26  1.64  3.57  0.104

* max |F|: 0.51 eV/Å
* energy relative to the best compared isomer or geometry (same formula, charge and spin): 78.2 kJ/mol
* E_tot: -77153.822 eV
* net charge: 0
* HOMO level: -0.2985 Eh
* M: 832.805 g mol⁻¹



Entry 3:
Computed, not measured: a molecular structure, C29H18I2N7OSTl, with wB97M-V/def2-TZVPD.

Each line ends with the Löwdin charge.
Positions of all 59 atoms, in Å:
Tl  -1.32  0.46  2.17  0.906
I  1.09  1.81  6.77  0.952
I  1.91  -4.04  7.82  0.855
S  0.57  5.10  3.64  1.045
O  0.52  0.66  3.93  -0.328
N  -0.70  -0.74  -0.21  -0.033
N  -0.32  -1.76  -2.13  -0.006
N  0.58  -1.92  2.91  0.085
N  2.56  -3.18  -8.09  0.163
N  -0.83  4.75  -0.77  0.167
N  -1.48  2.70  -0.19  0.154
N  -0.15  2.98  2.43  -0.030
C  -0.35  -2.92  -4.27  0.001
C  -1.56  4.70  -3.19  -0.024
C  0.73  -3.12  2.41  -0.149
C  -2.60  2.58  -3.74  -0.097
C  1.27  -2.77  5.08  -0.217
C  0.11  -0.83  -1.22  -0.129
C  -1.50  -2.27  -1.62  -0.043
C  1.12  -0.17  6.05  -0.609
C  -1.40  4.21  -1.90  -0.190
C  0.35  3.40  3.54  -0.470
C  1.42  -1.21  6.91  -0.246
C  1.17  -4.22  3.16  -0.059
C  1.49  -2.70  -5.80  -0.232
C  2.09  -2.97  -7.07  -0.183
C  -1.71  -1.64  -0.44  -0.172
C  -2.44  2.10  -2.45  -0.017
C  2.15  -1.89  -4.88  -0.011
C  0.87  -1.71  4.21  -0.151
C  0.24  -3.22  -5.48  -0.012
C  -0.04  5.25  2.05  -0.358
C  1.56  -1.59  -3.66  0.003
C  -1.81  2.92  -1.52  -0.220
C  -0.90  3.80  0.22  -0.275
C  -0.37  4.03  1.55  -0.312
C  0.80  -0.33  4.68  -0.471
C  1.49  -2.49  6.44  -0.665
C  0.30  -2.09  -3.35  -0.165
C  -2.16  3.86  -4.11  -0.096
C  1.42  -4.05  4.49  -0.057
H  -0.28  -3.86  -6.19  0.125
H  -3.07  1.96  -4.49  0.099
H  -2.07  -3.04  -2.11  0.112
H  0.63  2.73  4.35  -0.059
H  -2.81  1.12  -2.17  0.106
H  1.75  -4.88  5.10  0.052
H  1.30  -5.18  2.69  0.102
H  -2.53  -1.76  0.25  0.087
H  0.49  -3.26  1.36  0.094
H  2.10  -0.98  -2.95  0.108
H  -1.25  5.70  -3.47  0.108
H  0.99  -0.23  -1.34  0.133
H  -0.14  6.22  1.59  0.070
H  3.13  -1.49  -5.12  0.126
H  -1.32  -3.32  -4.04  0.105
H  -0.42  5.66  -0.69  0.155
H  1.59  -1.00  7.96  0.076
H  -2.29  4.19  -5.13  0.101

* max |F|: 0.82 eV/Å
* E_tot: -74574.587 eV
* net charge: 0
* HOMO level: -0.2488 Eh
* M: 970.769 g mol⁻¹



Entry 4:
Computed, not measured: a molecular structure, C7H2ClN4O4, with wB97M-V/def2-TZVPD.

Each line ends with the Löwdin charge.
Positions of all 18 atoms, in Å:
Cl  -1.26  -1.63  2.08  0.135
O  3.52  -0.25  1.25  0.042
O  -2.27  0.48  -2.59  -0.005
O  -0.67  -0.72  -3.52  0.051
O  3.05  -0.43  -0.97  0.024
N  2.68  -0.35  0.38  -0.185
N  1.91  -0.44  -1.77  0.121
N  -1.16  -0.12  -2.55  -0.328
N  -2.32  1.75  2.89  0.132
C  -1.72  1.09  2.14  -0.249
C  -0.91  0.38  1.14  -0.504
C  0.43  -0.04  1.46  -0.125
C  -0.54  -0.08  -1.24  -0.085
C  -1.33  0.40  -0.21  0.010
C  1.28  -0.38  0.42  -0.126
C  0.85  -0.42  -0.92  -0.142
H  0.77  -0.05  2.47  0.103
H  -2.31  0.81  -0.46  0.132

* max |F|: 3.92 eV/Å
* energy relative to the best compared isomer or geometry (same formula, charge and spin): 114.0 kJ/mol
* E_tot: -33957.207 eV
* net charge: -1
* HOMO level: -0.1468 Eh
* M: 241.570 g mol⁻¹



Entry 5:
Computed, not measured: 2 unconnected molecules or ions with the total composition C4H10F2O, with wB97M-V/def2-TZVPD.

Each line ends with the Löwdin charge.
Positions of all 17 atoms, in Å:
F  1.14  -3.02  -0.53  0.079
F  2.74  -1.58  -0.73  0.059
O  -2.77  3.13  -1.39  -0.087
C  1.84  -2.11  0.12  -0.451
C  1.03  -0.99  0.76  -0.153
C  0.18  -0.26  -0.25  -0.268
C  -0.92  0.60  0.44  -0.091
H  -1.44  1.32  -0.22  0.037
H  -1.68  -0.01  0.96  0.082
H  -0.31  -0.98  -0.93  0.115
H  -1.86  2.76  -1.35  0.023
H  0.29  -1.46  1.44  0.126
H  0.85  0.38  -0.86  0.115
H  -0.35  1.17  1.20  0.075
H  -2.71  3.99  -0.94  0.053
H  1.61  -0.26  1.35  0.133
H  2.35  -2.69  0.92  0.153

* structure (SMILES): CCCC(F)F.O
* max |F|: 2.93 eV/Å
* energy relative to the best compared isomer or geometry (same formula, charge and spin): 2.6 kJ/mol
* E_tot: -11792.578 eV
* net charge: 0
* HOMO level: -0.4194 Eh
* M: 112.119 g mol⁻¹



Entry 6:
Computed, not measured: 4 unconnected molecules or ions with the total composition CH11NO4, with wB97M-V/def2-TZVPD.

Each line ends with the Löwdin charge.
Positions of all 17 atoms, in Å:
O  2.23  0.34  -0.87  -0.034
O  -0.23  1.64  -1.34  -0.066
O  0.21  -1.22  0.36  -0.111
O  -1.50  -0.73  -1.79  -0.049
N  -1.04  0.06  1.93  0.036
C  0.19  -0.63  1.68  -0.331
H  1.69  1.11  -0.91  -0.004
H  -1.25  -1.40  -1.12  0.052
H  -0.60  2.27  -0.69  0.052
H  -1.82  -0.57  2.02  0.070
H  -1.14  -0.99  -2.61  0.034
H  -1.18  0.67  1.15  0.050
H  1.06  0.03  1.77  0.106
H  -0.95  1.02  -1.52  0.007
H  2.99  0.57  -0.33  0.061
H  0.44  -1.41  2.40  0.111
H  0.90  -0.77  -0.15  0.020

* structure (SMILES): NCO.O.O.O
* max |F|: 1.73 eV/Å
* energy relative to the best compared isomer or geometry (same formula, charge and spin): 29.9 kJ/mol
* E_tot: -10895.715 eV
* net charge: 0
* HOMO level: -0.3516 Eh
* M: 101.102 g mol⁻¹



Entry 7:
Computed, not measured: a molecular structure, C5H6N2O2, with wB97M-V/def2-TZVPD.

Each line ends with the Löwdin charge.
Positions of all 15 atoms, in Å:
O  -0.86  0.53  -0.51  0.044
O  3.05  -0.85  -0.35  0.034
N  0.82  -1.09  -0.16  0.171
N  -1.52  -1.38  0.33  0.136
C  -2.26  0.65  -0.38  0.039
C  1.80  1.03  0.41  0.007
C  1.93  -0.38  -0.05  -0.511
C  -0.53  -0.72  -0.09  -0.380
C  -2.55  -0.62  0.20  -0.154
H  -2.57  1.47  -0.74  0.039
H  1.12  1.27  1.39  0.159
H  2.73  1.39  0.60  0.046
H  1.48  1.68  -0.28  0.031
H  1.00  -2.03  -0.64  0.208
H  -3.65  -0.94  0.25  0.132

* max |F|: 11.39 eV/Å
* energy relative to the best compared isomer or geometry (same formula, charge and spin): 204.8 kJ/mol
* E_tot: -12355.498 eV
* net charge: 0
* HOMO level: -0.3371 Eh
* M: 126.115 g mol⁻¹